Record 1
Molecular formula: C23H24N3O5PdSi
Method: DFT, wB97M-V/def2-TZVPD

## Properties
Kohn-Sham gap: 0.3044 hartree
net charge: +1

Last column: Löwdin charge in e.
Atoms and positions in Å:
Pd  -0.4918  0.4060  -0.2068  1.04
O  -3.7086  1.3122  -2.4137  0.15
C  -2.6835  0.9035  -1.9456  -0.42
N  -2.3042  0.9387  -0.6101  0.00
C  -3.0763  1.4506  0.4170  -0.42
O  -4.2034  1.8547  0.3429  0.15
C  -2.3169  1.4304  1.7235  -0.17
C  -2.9472  1.8522  2.8744  0.03
C  -2.2588  1.7968  4.0758  -0.01
C  -0.9637  1.3087  4.0701  -0.02
C  -0.3958  0.9110  2.8732  -0.09
N  -1.0467  0.9728  1.7117  -0.01
C  -1.6223  0.2373  -2.7894  -0.16
C  -1.8131  0.0436  -4.1399  0.03
C  -0.8445  -0.6448  -4.8542  -0.01
C  0.2630  -1.1341  -4.1816  -0.01
C  0.3930  -0.8904  -2.8261  -0.08
N  -0.5217  -0.1982  -2.1495  -0.01
H  -3.9655  2.2061  2.7916  0.13
H  -2.7246  2.1205  4.9963  0.12
H  -0.3817  1.2297  4.9772  0.12
H  0.6120  0.5291  2.8598  0.07
H  -2.7196  0.4258  -4.5886  0.13
H  -0.9593  -0.8115  -5.9165  0.12
H  1.0302  -1.6991  -4.6909  0.12
H  1.2384  -1.2721  -2.2728  0.11
O  4.1524  -2.4149  -1.6214  0.08
C  4.4668  -1.2111  -2.1645  -0.25
C  5.4049  -1.0929  -3.1837  -0.01
C  5.6631  0.1416  -3.7523  -0.05
C  4.9795  1.2759  -3.3310  -0.06
C  4.0387  1.1604  -2.3279  0.00
C  3.7872  -0.0709  -1.7194  -0.07
C  2.7835  -0.1012  -0.6373  -0.44
O  1.8147  0.6629  -0.6390  -0.02
O  3.0193  -0.9786  0.3194  -0.02
H  4.6938  -3.1021  -2.0264  0.12
H  5.9295  -1.9754  -3.5310  0.12
H  6.4016  0.2162  -4.5394  0.12
H  5.1814  2.2366  -3.7822  0.11
H  3.4867  2.0256  -1.9864  0.13
C  3.4964  -3.3203  2.7396  -0.16
Si  3.2586  -1.4864  2.9743  0.54
C  4.8722  -0.5522  2.9116  -0.16
C  2.3125  -1.0982  4.5438  -0.18
C  2.2082  -0.8531  1.5072  -0.22
H  4.1458  -3.7412  3.5089  0.04
H  3.9535  -3.5220  1.7687  0.03
H  2.5437  -3.8523  2.7816  0.04
H  5.4908  -0.7941  3.7778  0.04
H  4.7105  0.5283  2.9168  0.04
H  5.4395  -0.8047  2.0145  0.04
H  2.9132  -1.3929  5.4069  0.04
H  1.3663  -1.6397  4.6054  0.04
H  2.1146  -0.0286  4.6502  0.02
H  1.9677  0.2041  1.6136  0.06
H  1.2785  -1.4179  1.3641  0.10

***

Record 2
Molecular formula: C16H50N4O16
Method: DFT, wB97M-V/def2-TZVPD

## Properties
Kohn-Sham gap: 0.3731 hartree
net charge: 0
SMILES: NC(N)=O.NC(N)=O.OCCO.OCCO.OCCO.OCCO.OCCO.OCCO.OCCO

Last column: Löwdin charge in e.
Atoms and positions in Å:
N  3.9225  1.2018  2.5588  0.17
C  3.4648  0.2804  3.5317  -0.58
N  3.0230  0.7478  4.7356  0.16
O  3.3388  -0.9392  3.2742  -0.03
H  4.4857  0.8248  1.7507  0.08
H  4.1163  2.1411  2.8133  0.09
H  3.3638  1.5766  5.2224  0.11
H  2.8281  0.0188  5.3894  0.09
N  -0.5029  0.1124  -0.4082  0.22
C  0.6873  0.3189  0.1672  -0.59
N  1.0468  -0.5273  1.1466  0.20
O  1.4589  1.2340  -0.2290  -0.02
H  -1.2226  -0.2207  0.1606  0.08
H  -0.7442  0.7991  -1.0932  0.07
H  0.2507  -0.8876  1.6608  0.05
H  1.9012  -0.4253  1.6266  0.06
O  -1.2138  -1.6991  2.3574  -0.10
C  -0.5905  -1.6992  3.6557  -0.21
C  0.6297  -2.6366  3.6227  -0.28
O  1.4194  -2.3405  4.7265  -0.09
H  -2.0431  -1.2148  2.3425  0.05
H  -0.0704  -0.7252  3.8854  0.13
H  -1.1610  -2.0108  4.5407  0.13
H  1.1730  -2.4429  2.7099  0.09
H  0.2727  -3.6913  3.7388  0.14
H  2.0903  -1.7009  4.3550  0.04
O  -1.3802  2.9754  -1.7937  -0.12
C  0.0069  3.4576  -1.8100  -0.19
C  0.6348  2.7620  -3.0285  -0.24
O  -0.2015  2.9716  -4.1657  -0.07
H  -1.6509  2.7949  -2.7286  0.09
H  0.0975  4.6012  -1.8276  0.14
H  0.5149  3.1078  -0.9101  0.09
H  0.7104  1.7223  -2.9187  0.07
H  1.7327  3.0572  -3.0723  0.15
H  -0.1438  3.9260  -4.3043  0.10
O  -6.0921  -0.1125  -0.0300  -0.05
C  -4.9378  -0.6637  -0.6428  -0.26
C  -4.2773  -1.6314  0.2877  -0.19
O  -3.8008  -0.9648  1.4848  -0.08
H  -5.9625  0.8463  0.0087  0.06
H  -5.1534  -1.1107  -1.5666  0.10
H  -4.1663  0.1136  -0.8484  0.12
H  -3.2990  -1.9899  -0.1511  0.14
H  -5.0385  -2.3803  0.5114  0.13
H  -4.5335  -0.7074  2.0045  0.06
O  0.1743  -2.7832  -0.9018  -0.08
C  0.6281  -3.9735  -1.5089  -0.25
C  2.1046  -4.1708  -1.6612  -0.24
O  2.6449  -4.4382  -0.3446  -0.08
H  0.5692  -2.6442  -0.0323  0.07
H  0.2563  -4.8424  -0.9703  0.13
H  0.2026  -3.9243  -2.5137  0.12
H  2.6495  -3.2812  -2.1741  0.14
H  2.3514  -5.0265  -2.3319  0.12
H  3.5914  -4.2797  -0.2589  0.08
O  5.9417  -0.1271  0.8676  -0.09
C  6.1834  0.3775  -0.4258  -0.24
C  4.9127  0.8306  -1.1946  -0.23
O  4.2744  1.8768  -0.4773  -0.11
H  5.4147  -0.9373  0.8327  0.10
H  6.9756  1.1387  -0.3712  0.12
H  6.6565  -0.4462  -1.0093  0.12
H  4.2066  -0.0110  -1.3793  0.13
H  5.2777  1.2750  -2.1255  0.11
H  3.3208  1.7011  -0.2784  0.05
O  0.0568  -0.3356  -4.0578  -0.05
C  -1.3102  -0.2587  -4.3452  -0.26
C  -2.2924  -0.4980  -3.2476  -0.23
O  -2.0092  -1.7950  -2.7099  -0.06
H  0.2286  -1.1814  -3.6270  0.08
H  -1.5039  0.7286  -4.7629  0.11
H  -1.4817  -1.0109  -5.1406  0.13
H  -3.2812  -0.4870  -3.6469  0.11
H  -2.3879  0.2612  -2.4570  0.09
H  -1.3142  -1.8897  -2.0984  0.00
O  -2.9695  4.1861  0.6670  -0.04
C  -3.0766  2.9840  1.3334  -0.27
C  -4.5285  2.8395  1.7584  -0.19
O  -5.3416  2.9703  0.5678  -0.10
H  -2.4516  4.0621  -0.1169  0.05
H  -2.7055  2.1894  0.7013  0.10
H  -2.3869  2.9498  2.1817  0.12
H  -4.8400  3.6650  2.4312  0.13
H  -4.7777  1.8409  2.1455  0.11
H  -4.9474  3.5961  -0.0584  0.08

***

Record 3
Molecular formula: C4H4N6
Method: DFT, wB97M-V/def2-TZVPD

## Properties
Kohn-Sham gap: 0.3103 hartree
net charge: 0

Last column: Löwdin charge in e.
Atoms and positions in Å:
C  1.2180  -0.4421  -0.0222  -0.30
C  -0.2290  1.8523  0.0032  -0.12
C  -0.8951  0.7184  -0.0474  -0.21
C  -0.1743  -0.5683  -0.0251  -0.22
H  3.1472  -1.6355  0.1236  0.18
H  1.7825  -2.5137  0.1005  -0.05
H  -0.9652  3.0268  0.1637  0.20
H  -3.2198  1.0108  0.0604  0.30
N  1.9991  -1.6769  -0.0292  0.13
N  1.7931  0.7056  -0.0806  0.03
N  1.1635  1.8435  -0.0813  0.01
N  -2.2287  0.2150  -0.0482  -0.03
N  -2.3369  -1.0173  -0.0331  0.01
N  -1.0543  -1.5186  -0.0844  0.07

***

Record 4
Molecular formula: C5H8O2
Method: DFT, wB97M-V/def2-TZVPD

## Properties
Kohn-Sham gap: 0.3623 hartree
net charge: 0
SMILES: O[C@H]1C[C@@]2(O)C[C@@H]12

Last column: Löwdin charge in e.
Atoms and positions in Å:
O  -1.4893  0.3226  -1.5472  -0.02
C  -1.1763  0.2605  -0.1734  -0.34
C  -0.6042  -1.1170  0.2366  -0.01
C  0.7526  -0.4511  0.5506  -0.51
O  1.4236  -0.8012  1.7089  0.04
C  1.3464  0.2009  -0.6253  0.03
C  0.1287  0.8580  0.2587  -0.13
H  -1.7293  1.2320  -1.7683  0.10
H  -2.0021  0.6211  0.4472  0.15
H  -1.0688  -1.4664  1.1617  0.12
H  -0.6396  -1.8950  -0.5284  0.12
H  2.3550  -0.6213  1.5476  0.10
H  1.3682  1.3184  -0.6030  0.11
H  1.0101  -0.1591  -1.5918  0.09
H  0.3249  1.6977  0.9261  0.15